Entry 1:
ORCA calculation (ωB97M-V with the def2-TZVPD basis set) on C5H3F3 in the gas phase in a non-equilibrium geometry.

Its SMILES is C#CC(=C)C(F)(F)F. Its multiplicity is 1. The value obtained for the HOMO energy is -9.8185 eV. Its HOMO-LUMO gap is 9.72 eV.

Structure (XYZ):
```
11
Properties=species:S:1:pos:R:3:forces:R:3:mulliken_charge:R:1
C 2.023 0.447 -1.484 -1.6351 -0.2364 1.5984 -0.051
C 1.025 0.311 -0.812 -0.1731 0.0234 -0.0571 -0.509
C 0.327 -0.828 1.193 -1.2082 3.0312 -3.6064 -1.002
C -0.032 0.022 0.154 1.8975 -2.5369 1.2499 0.356
C -1.462 0.371 -0.097 -0.6407 -0.7087 2.1449 0.823
F -1.975 1.211 0.802 0.1526 0.8853 0.8763 -0.250
F -2.277 -0.734 0.073 0.7357 0.3880 -1.0229 -0.256
F -1.619 0.936 -1.245 -0.4889 0.1006 -2.0157 -0.236
H 3.040 0.562 -1.665 0.9560 0.2240 -0.8841 0.413
H -0.329 -1.065 1.956 -1.2746 -0.6162 1.3191 0.329
H 1.279 -1.232 1.126 1.6786 -0.5544 0.3976 0.383
```
Positions in Å, forces in eV/Å.

Entry 2:
ORCA calculation (ωB97M-V with the def2-TZVPD basis set) on 4 unconnected molecules or ions with the total composition C6H18IO6 in a non-equilibrium geometry.

Its multiplicity is 1. The value obtained for the HOMO energy is -4.7179 eV. Its HOMO-LUMO gap is 7.55 eV. As for the charge: -1.

Structure (XYZ):
```
31
Properties=species:S:1:pos:R:3:forces:R:3:mulliken_charge:R:1
I 0.552 0.927 -1.108 -0.0647 -0.0754 0.1097 -0.588
C 5.434 -1.679 -1.942 0.0802 0.4413 -0.1332 -0.426
C 4.222 -0.799 -1.658 0.0072 -0.3287 -0.2275 -0.158
O 3.191 -1.164 -2.563 -0.0264 0.0755 0.6711 -0.517
O 6.543 -1.323 -1.116 0.1320 -0.0258 -0.0589 -0.531
H 5.676 -1.579 -3.004 0.1058 -0.0341 -0.0440 0.254
H 5.266 -2.736 -1.755 -0.3487 0.0119 0.1140 0.282
H 4.474 0.259 -1.813 0.2307 -0.0163 0.0849 0.221
H 3.923 -0.911 -0.611 -0.0962 -0.0445 -0.0326 0.299
H 2.385 -0.773 -2.173 -0.0762 -0.0640 -0.3978 0.129
H 6.900 -0.488 -1.430 -0.0802 0.0445 0.0257 0.302
C -2.197 -2.108 0.248 -2.0770 0.5696 -0.4586 -0.189
C -2.414 -3.529 0.739 1.8980 -0.4881 0.0640 -0.359
O -3.474 -3.640 1.665 -0.3768 0.5746 0.0551 -0.512
O -1.416 -2.073 -0.914 0.4147 -0.2544 0.2307 -0.446
H -1.874 -1.394 1.008 0.3949 -0.3324 0.2224 0.280
H -3.219 -1.772 -0.016 0.0526 0.1345 0.0993 0.198
H -1.475 -3.855 1.214 -0.0944 -0.0781 0.0365 0.226
H -2.530 -4.194 -0.122 -0.2989 0.2030 -0.1424 0.274
H -3.793 -4.542 1.677 0.0446 -0.1419 -0.0559 0.297
H -0.966 -1.206 -0.953 0.1006 -0.1569 -0.0920 0.114
C -3.199 4.395 1.697 -0.2561 -0.3949 0.4843 -0.621
C -2.400 3.206 1.203 -0.1768 0.3193 -0.1394 -0.131
O -1.462 3.670 0.257 -0.1369 -0.5852 0.1020 -0.462
O -2.435 5.363 2.392 -0.0325 0.4844 -0.2223 -0.506
H -4.025 4.065 2.346 0.0869 -0.2656 -0.0431 0.316
H -3.686 4.870 0.845 0.3240 0.2716 -0.0456 0.304
H -3.124 2.501 0.774 0.0856 -0.0505 -0.1346 0.232
H -1.899 2.676 2.023 -0.0052 0.1077 0.1715 0.299
H -0.980 2.878 -0.052 0.1611 0.3043 -0.1945 0.114
H -2.000 4.954 3.142 0.0280 -0.2054 -0.0487 0.304
```
Positions in Å, forces in eV/Å.

Entry 3:
ORCA calculation (ωB97M-V with the def2-TZVPD basis set) on a molecular structure, C39H30BrN3OPPdS in a non-equilibrium geometry.

Its multiplicity is 1. The value obtained for the HOMO energy (alpha / beta) is -9.6826 / -9.6822 eV. Its HOMO-LUMO gap (alpha / beta) is 5.87 / 5.87 eV. As for the charge: +1.

Structure (XYZ):
```
77
Properties=species:S:1:pos:R:3:forces:R:3:mulliken_charge:R:1
Pd 0.853 -0.334 0.281 2.2420 0.3147 -0.1727 -0.368
Br 1.720 -2.526 -6.848 0.0330 0.0405 0.0343 -0.198
C 1.574 -1.604 -5.197 0.1715 -0.7084 0.2762 -0.314
C 1.243 -0.244 -5.196 0.0077 -0.2380 0.3234 -0.606
C 1.080 0.401 -4.002 0.1355 0.1061 0.2461 -0.652
C 1.254 -0.255 -2.748 0.1954 -0.9852 -0.4018 0.145
O 1.009 0.395 -1.680 -0.6372 0.3758 1.0759 0.505
C 1.651 -1.644 -2.779 -0.4707 0.7091 0.5321 0.071
C 1.906 -2.408 -1.601 -0.0454 0.3630 -0.2967 -0.176
N 2.090 -1.927 -0.405 -1.2998 0.9847 -0.3585 -0.126
C 2.408 -2.736 0.665 0.5622 -1.2259 0.7998 0.521
C 3.065 -3.957 0.544 -0.4392 0.9338 -0.1070 -0.540
C 3.331 -4.741 1.661 -0.0895 -0.1510 0.6786 -1.010
C 2.981 -4.323 2.922 0.1637 -0.1933 -0.3157 -0.881
C 2.372 -3.069 3.105 -0.1005 0.3900 -0.3011 0.710
C 2.048 -2.550 4.376 -0.1470 0.3394 -0.1724 -0.736
C 1.466 -1.311 4.478 0.3009 -0.3290 0.1289 -1.024
C 1.210 -0.585 3.315 0.0795 0.2033 -0.4197 -0.220
N 1.505 -1.044 2.110 -1.0525 0.4100 -0.0853 0.496
C 2.078 -2.264 1.970 0.4969 -0.8832 0.0805 0.172
C 1.766 -2.289 -4.016 -0.1104 0.1060 -0.9028 -0.896
H 1.095 0.269 -6.133 -0.0270 0.0755 -0.0455 0.457
H 0.788 1.438 -3.981 0.0091 0.1606 0.0488 0.494
H 1.921 -3.489 -1.745 0.4044 0.0417 0.0255 0.507
H 3.383 -4.302 -0.427 0.0512 -0.0016 -0.1111 0.621
H 3.818 -5.693 1.524 0.0675 -0.1016 0.0262 0.418
H 3.182 -4.939 3.784 0.0632 -0.0611 0.1018 0.439
H 2.289 -3.122 5.257 -0.0298 -0.1233 0.1404 0.451
H 1.225 -0.877 5.434 -0.0266 0.0219 0.0768 0.476
H 0.788 0.412 3.362 -0.0884 -0.1566 -0.0250 0.481
H 2.026 -3.338 -4.041 0.0126 -0.0827 -0.0384 0.500
C -1.985 5.127 3.427 0.0216 -0.0325 -0.0295 -0.521
C -0.608 5.015 3.324 -0.0274 0.0933 0.0785 -0.771
C -0.050 4.036 2.521 0.1085 -0.1431 -0.0358 -0.482
C -0.864 3.168 1.795 0.1948 -0.5074 0.5103 1.052
C -2.248 3.282 1.911 0.0245 -0.1587 -0.1280 -0.418
C -2.802 4.259 2.721 -0.0391 0.0293 0.0157 -0.738
P -0.057 1.878 0.763 -0.0313 0.3864 -1.5629 1.762
C 1.371 2.776 0.056 0.0024 -0.2600 0.3136 0.417
C 2.618 2.152 0.142 0.0089 -0.1350 0.2527 -0.319
C 3.731 2.732 -0.437 0.0555 0.0824 -0.0475 -0.625
C 3.615 3.954 -1.081 0.0019 -0.0915 -0.0202 -0.596
C 2.389 4.599 -1.134 -0.0798 0.0658 -0.0549 -0.824
C 1.268 4.017 -0.566 -0.0321 -0.0541 0.0727 -0.329
C -1.301 1.609 -0.551 -0.0791 -0.0855 0.2394 1.007
C -2.303 0.691 -0.224 -0.0040 0.2723 0.1673 -0.576
C -3.230 0.298 -1.169 -0.0872 -0.0092 -0.0406 -0.746
C -3.150 0.801 -2.458 -0.0334 -0.0456 0.0539 -0.888
C -2.158 1.709 -2.790 0.0557 0.0688 -0.0182 -0.518
C -1.233 2.114 -1.840 -0.0112 0.0616 0.0629 -1.015
H -2.422 5.890 4.053 -0.0245 0.0644 0.0599 0.408
H 0.031 5.690 3.875 0.0601 0.0280 0.0013 0.420
H 1.025 3.954 2.440 0.0745 0.0324 0.0201 0.436
H -2.898 2.623 1.353 -0.0244 -0.0127 -0.0162 0.377
H -3.877 4.342 2.804 -0.0356 -0.0015 -0.0408 0.425
H 2.732 1.201 0.676 -0.0742 0.4143 -0.2782 0.208
H 4.684 2.227 -0.395 0.0761 0.0023 0.0500 0.461
H 4.482 4.401 -1.542 0.0876 0.0812 -0.0406 0.418
H 2.307 5.556 -1.631 -0.0299 0.0484 -0.0019 0.435
H 0.313 4.524 -0.602 -0.0494 0.0615 -0.0213 0.523
H -2.349 0.305 0.793 0.0044 -0.1232 -0.1557 0.496
H -4.004 -0.415 -0.919 -0.0437 -0.0126 0.0553 0.453
H -3.860 0.478 -3.202 -0.0740 -0.0117 -0.1130 0.421
H -2.093 2.090 -3.798 0.0043 0.0450 -0.0800 0.452
H -0.432 2.788 -2.107 0.0028 0.0428 -0.0720 0.431
S -0.870 -2.430 0.107 -0.2033 -0.4554 0.1692 -0.147
C -2.503 -2.805 0.025 0.5388 -0.0816 0.0657 0.081
N -3.325 -2.580 1.087 0.0559 0.0141 -0.1586 0.083
C -4.650 -2.844 1.070 -0.5793 -0.1526 -0.2607 -0.355
C -5.232 -3.372 -0.042 0.0776 0.0786 0.1470 -0.567
C -4.419 -3.672 -1.158 0.1261 0.1518 0.1645 -0.368
C -3.083 -3.398 -1.120 -0.4511 -0.0487 -0.0663 -0.672
H -2.895 -2.206 1.925 0.0259 -0.0358 -0.1544 0.256
H -5.205 -2.616 1.967 0.0306 0.0346 0.0594 0.401
H -6.291 -3.563 -0.070 -0.1000 -0.0270 0.1127 0.436
H -4.865 -4.111 -2.039 0.0057 -0.0458 -0.0616 0.427
H -2.429 -3.617 -1.948 0.0374 0.0370 -0.0547 0.473
```
Positions in Å, forces in eV/Å.

Number 1: total energy -491.8249 Eh. Number 2: total energy -988.5990 Eh. Number 3: total energy -5184.9401 Eh.